Entry from the OMol25 dataset: the ion C6H5N2OS with charge -1 (ωB97M-V with the def2-TZVPD basis set).

Geometry (Å):
N 2.78 0.90 -0.26
N 1.40 0.65 -0.60
C 0.30 1.46 -0.14
C -0.79 1.21 0.33
C -1.32 -0.10 0.59
C -2.58 -0.40 -0.41
O -2.32 -0.96 -1.49
S -4.05 0.15 0.09
C -0.14 -1.00 0.37
C 1.04 -0.63 -0.09
H 2.75 0.98 0.74
H 3.28 1.64 -0.77
H -1.73 -0.36 1.64
H -0.44 -2.12 0.39
H 1.81 -1.44 -0.40

Largest force on an atom   0.076 hartree/bohr
ΔE to the lowest compared entry with this formula, charge and spin   49.4 kcal per mole
Net charge   -1
Total energy   -22161.470 eV
SMILES   NN1C#C[C@@H](C([O-])=S)C=C1

Quick look at the Löwdin charges, all values in e: N 0.02; N -0.18; C -0.02; C 0.00; C -0.36; C -1.05; O -0.13; S 0.43; C -0.09; C -0.16; H 0.06; H 0.08; H 0.13; H 0.15; H 0.14


Entry from the OMol25 dataset: a cluster of 2 separate species, C5H11NO in total (ωB97M-V with the def2-TZVPD basis set).

Geometry (Å):
C -0.14 -1.89 -0.88
C -1.05 -0.97 0.04
C -0.62 0.39 0.38
C -1.53 1.32 1.00
C 0.67 1.88 -0.98
N 0.61 0.95 -0.08
H -0.63 -2.81 -0.79
H 0.71 -1.89 -0.25
H 0.28 -1.28 -1.75
H -2.10 -0.94 -0.23
H -0.93 -1.46 1.07
H -2.51 0.93 1.09
H -1.22 2.40 0.86
H 1.41 2.74 -1.01
H -0.05 2.02 -1.77
H 1.88 -0.01 1.52
H 2.59 -0.73 0.41
O 2.63 -0.63 1.37

2S+1   2
Largest force on an atom   0.090 hartree/bohr
ΔE to the lowest compared entry with this formula, charge and spin   92.7 kcal per mole
Net charge   +1
Total energy   -8889.316 eV

Quick look at the Löwdin charges, all values in e: C -0.03; C -0.17; C -0.23; C 0.25; C 0.11; N 0.10; H 0.08; H 0.03; H 0.11; H 0.13; H 0.18; H 0.09; H 0.13; H 0.13; H 0.11; H 0.02; H 0.02; O -0.06


Entry from the OMol25 dataset: a structure of composition C19H19FeN2 (ωB97M-V with the def2-TZVPD basis set).

Geometry (Å):
C -1.58 0.58 0.88
N -2.06 -0.07 2.02
N -2.53 -0.17 3.06
C -0.15 1.03 0.99
C 0.36 2.26 0.44
C 1.74 2.56 0.48
C 2.64 1.77 1.18
C 2.11 0.75 1.96
C 0.73 0.43 1.93
H -2.23 1.50 0.71
H -0.35 2.96 -0.04
H 2.11 3.42 -0.04
H 3.68 1.99 1.22
H 2.76 0.17 2.62
H 0.34 -0.32 2.67
C -1.65 -1.30 -1.00
C -2.41 -0.07 -0.54
C -3.88 -0.20 -0.77
C -4.84 0.86 -0.56
C -6.17 0.36 -0.97
C -6.03 -0.97 -1.53
C -4.61 -1.35 -1.47
Fe -4.88 0.33 -2.48
C -3.67 0.25 -4.02
C -3.70 1.55 -3.42
C -5.05 2.02 -3.43
C -5.87 1.02 -4.03
C -5.03 -0.09 -4.40
H -0.59 -1.04 -1.14
H -1.77 -2.22 -0.42
H -2.07 -1.54 -1.99
H -2.02 0.92 -1.18
H -4.60 1.75 -0.06
H -7.08 0.87 -0.84
H -6.79 -1.60 -1.86
H -4.16 -2.28 -1.74
H -2.78 -0.35 -4.25
H -2.82 2.12 -3.11
H -5.38 3.01 -3.11
H -6.95 1.10 -4.26
H -5.33 -1.00 -4.96

2S+1   5
Largest force on an atom   0.090 hartree/bohr
ΔE to the lowest compared entry with this formula, charge and spin   36.5 kcal per mole
Net charge   -1
Total energy   -57370.371 eV

Quick look at the Löwdin charges, all values in e: C -0.28; N -0.14; N 0.07; C -0.25; C -0.11; C -0.17; C -0.21; C -0.17; C -0.11; H 0.11; H 0.07; H 0.07; H 0.06; H 0.08; H 0.09; C -0.10; C -0.24; C -0.24; C -0.08; C -0.13; C -0.15; C -0.07; Fe 0.32; C -0.15; C -0.17; C -0.16; C -0.17; C -0.15; H 0.08; H 0.08; H 0.05; H 0.17; H 0.10; H 0.08; H 0.09; H 0.10; H 0.12; H 0.12; H 0.12; H 0.12; H 0.12


Entry from the OMol25 dataset: a structure of composition C32H63AlF5O18 (ωB97M-V with the def2-TZVPD basis set).

Geometry (Å):
C 0.35 4.16 -6.09
C -0.26 3.08 -7.00
O -0.09 1.77 -6.48
C 1.21 1.25 -6.70
C 1.44 0.04 -5.80
O 1.89 0.39 -4.52
C 0.87 0.63 -3.56
C 0.59 -0.61 -2.72
O 1.68 -1.05 -1.97
C 1.89 -0.31 -0.73
Al 3.86 0.22 -0.45
C 4.63 -1.09 0.92
C 5.74 -2.10 0.52
C 6.77 -1.60 -0.50
C 7.68 -0.48 -0.04
F 7.11 0.75 -0.12
F 8.82 -0.44 -0.83
C 8.24 -0.58 1.41
F 7.28 -0.35 2.31
F 8.74 -1.80 1.66
F 9.22 0.31 1.60
H -0.39 4.92 -5.84
H 0.67 3.67 -5.16
H 1.22 4.64 -6.53
H -1.34 3.22 -7.10
H 0.18 3.13 -8.01
H 1.97 2.00 -6.47
H 1.32 0.96 -7.75
H 2.21 -0.59 -6.26
H 0.52 -0.55 -5.76
H 1.19 1.46 -2.93
H -0.06 0.93 -4.07
H -0.28 -0.39 -2.06
H 0.28 -1.42 -3.39
H 1.23 0.57 -0.71
H 1.57 -0.99 0.08
H 3.89 1.77 0.11
H 4.59 0.21 -1.89
H 4.94 -0.55 1.83
H 3.76 -1.68 1.23
H 5.24 -2.95 0.05
H 6.26 -2.50 1.39
H 7.45 -2.41 -0.78
H 6.27 -1.25 -1.40
C 2.02 0.56 7.95
C 2.07 -0.43 6.81
O 2.35 0.20 5.56
C 3.63 0.51 5.34
O 4.54 0.27 6.11
O 3.73 1.09 4.17
C 5.05 1.50 3.79
H 1.30 1.35 7.73
H 1.72 0.06 8.87
H 3.00 1.02 8.11
H 1.10 -0.91 6.67
H 2.81 -1.21 7.00
H 5.74 0.67 3.88
H 5.38 2.32 4.43
H 4.98 1.82 2.76
C -2.23 9.65 -4.74
C -2.47 8.97 -3.41
O -3.76 8.35 -3.35
C -3.85 7.17 -3.97
O -2.96 6.60 -4.54
O -5.10 6.72 -3.84
C -5.35 5.48 -4.50
H -3.03 10.36 -4.95
H -1.28 10.19 -4.72
H -2.19 8.92 -5.55
H -2.48 9.69 -2.60
H -1.70 8.22 -3.20
H -4.62 4.73 -4.21
H -5.32 5.61 -5.58
H -6.34 5.16 -4.19
C 0.12 -5.91 0.50
C -0.64 -5.51 1.75
O 0.24 -5.34 2.87
C 0.91 -4.18 2.87
O 0.83 -3.32 2.05
O 1.70 -4.15 3.95
C 2.51 -2.97 4.03
H 0.72 -6.80 0.69
H -0.58 -6.13 -0.31
H 0.78 -5.11 0.17
H -1.32 -6.31 2.06
H -1.21 -4.60 1.59
H 1.90 -2.08 3.96
H 3.25 -2.97 3.23
H 3.00 -3.02 5.00
C -1.52 -6.55 5.56
C -2.95 -6.64 5.07
O -3.89 -6.53 6.15
C -4.12 -5.30 6.58
O -3.65 -4.28 6.14
O -4.98 -5.37 7.61
C -5.29 -4.11 8.20
H -1.34 -7.30 6.33
H -0.83 -6.73 4.73
H -1.30 -5.57 5.97
H -3.15 -7.62 4.63
H -3.16 -5.88 4.32
H -5.64 -3.40 7.45
H -4.41 -3.70 8.70
H -6.07 -4.30 8.92
C -7.44 -0.48 -4.78
C -7.96 -0.16 -3.39
O -6.89 0.04 -2.45
C -6.29 1.23 -2.51
O -6.61 2.14 -3.23
O -5.31 1.24 -1.62
C -4.53 2.44 -1.60
H -6.77 -1.34 -4.74
H -8.27 -0.72 -5.44
H -6.89 0.36 -5.19
H -8.53 -1.00 -2.99
H -8.60 0.72 -3.40
H -5.16 3.31 -1.48
H -3.95 2.53 -2.52
H -3.85 2.34 -0.76

Largest force on an atom   0.010 hartree/bohr
Net charge   -1
Total energy   -91246.410 eV

Here are the Löwdin charges for atoms 1 to 99, given in e: C -0.06; C -0.27; O -0.17; C -0.20; C -0.21; O -0.13; C -0.19; C -0.26; O -0.25; C -0.28; Al 0.32; C -0.27; C -0.27; C -0.12; C -0.42; F 0.09; F 0.08; C -0.55; F 0.15; F 0.15; F 0.16; H 0.06; H 0.08; H 0.07; H 0.11; H 0.11; H 0.13; H 0.12; H 0.13; H 0.13; H 0.13; H 0.11; H 0.12; H 0.12; H 0.03; H 0.04; H -0.11; H -0.08; H 0.01; H 0.03; H 0.10; H 0.09; H 0.12; H 0.09; C -0.07; C -0.23; O 0.02; C -0.62; O 0.11; O 0.02; C -0.03; H 0.08; H 0.08; H 0.07; H 0.12; H 0.12; H 0.08; H 0.10; H 0.08; C -0.07; C -0.21; O 0.04; C -0.62; O 0.12; O 0.01; C -0.03; H 0.08; H 0.08; H 0.07; H 0.12; H 0.12; H 0.09; H 0.10; H 0.09; C -0.06; C -0.22; O 0.01; C -0.61; O 0.14; O 0.01; C -0.02; H 0.08; H 0.08; H 0.08; H 0.11; H 0.13; H 0.10; H 0.09; H 0.09; C -0.05; C -0.21; O 0.04; C -0.62; O 0.13; O 0.00; C -0.04; H 0.08; H 0.07; H 0.08